Record 1
C5H12NO3 | ωB97M-V/def2-TZVPD

Element x y z (Å)
1 C 0.74 -0.40 -1.62
2 O 0.94 -0.01 -2.87
3 C 1.33 0.61 -0.53
4 C 0.67 0.63 0.87
5 C 0.61 -0.81 1.70
6 C -0.77 -1.15 1.57
7 N -1.50 -1.07 0.43
8 O -1.50 -1.09 2.57
9 H 1.27 -1.52 -1.35
10 H -0.34 -0.42 -1.41
11 H 1.32 1.59 -1.05
12 H 2.35 0.15 -0.31
13 H 1.10 1.31 1.53
14 H -0.30 0.90 0.82
15 H 0.84 -0.54 2.66
16 H 1.33 -1.43 1.37
17 H -2.49 -0.73 0.49
18 H -0.99 -1.10 -0.51
19 H -2.35 1.57 -1.62
20 H -0.74 1.55 -1.32
21 O -1.52 1.97 -1.43

Output
**Molar mass**: 134.2 g/mol
**ΔE to the lowest compared entry with this formula, charge and spin**: 460.4 kJ/mol
**HOMO-LUMO gap**: 6.6562 eV
**Total charge**: -1
**F_max**: 5.91 eV/Å

Record 2
C35H84Cu2N6O25P2 | ωB97M-V/def2-TZVPD

Element x y z (Å)
1 Cu 2.55 0.73 0.42
2 Cu 0.16 0.49 1.40
3 C 0.45 2.01 -1.24
4 O 0.80 1.26 -0.14
5 H 1.15 2.88 -1.34
6 H 0.54 1.35 -2.12
7 H -0.56 2.46 -1.27
8 C 0.12 0.07 4.80
9 O 0.46 0.40 3.47
10 H -0.84 0.43 5.16
11 H 0.06 -1.04 4.89
12 H 0.83 0.46 5.52
13 O 4.24 0.50 1.07
14 P 4.84 -0.67 1.78
15 N 4.29 -2.19 1.54
16 C 5.11 -3.25 0.96
17 C 2.95 -2.60 1.92
18 N 4.76 -0.42 3.38
19 C 4.91 -1.60 4.23
20 C 4.12 0.74 3.99
21 N 6.44 -0.63 1.38
22 C 6.70 -0.73 -0.02
23 C 7.40 -0.83 2.42
24 H 4.81 -3.40 -0.10
25 H 5.13 -4.13 1.61
26 H 6.14 -2.97 1.01
27 H 2.34 -1.81 2.27
28 H 2.89 -3.37 2.68
29 H 2.42 -2.99 1.01
30 H 5.40 -2.42 3.69
31 H 5.54 -1.39 5.10
32 H 3.95 -2.01 4.65
33 H 4.61 0.93 4.96
34 H 4.17 1.58 3.24
35 H 3.04 0.54 4.10
36 H 6.99 -1.72 -0.41
37 H 5.76 -0.45 -0.46
38 H 7.39 0.06 -0.37
39 H 6.96 -0.42 3.34
40 H 8.32 -0.24 2.34
41 H 7.58 -1.88 2.60
42 O -2.78 -2.15 -0.37
43 P -2.29 -3.57 -0.28
44 N -1.98 -4.40 -1.72
45 C -0.89 -3.95 -2.59
46 C -3.15 -4.93 -2.53
47 N -3.39 -4.50 0.57
48 C -4.45 -3.73 1.30
49 C -3.08 -5.77 1.20
50 N -0.77 -3.66 0.49
51 C -0.62 -2.81 1.65
52 C 0.01 -4.87 0.46
53 H -0.56 -4.74 -3.33
54 H 0.00 -3.79 -1.97
55 H -1.22 -3.01 -3.03
56 H -3.66 -4.18 -3.16
57 H -3.89 -5.41 -1.91
58 H -2.80 -5.71 -3.21
59 H -5.40 -4.36 1.34
60 H -4.13 -3.52 2.30
61 H -4.72 -2.81 0.79
62 H -2.47 -6.42 0.49
63 H -2.48 -5.63 2.06
64 H -3.95 -6.38 1.52
65 H 0.25 -3.12 2.27
66 H -0.56 -1.75 1.33
67 H -1.52 -2.95 2.26
68 H -0.02 -5.46 1.41
69 H 1.05 -4.58 0.21
70 H -0.33 -5.56 -0.33
71 C -2.07 4.78 -3.46
72 O -1.69 3.51 -4.06
73 C -2.46 3.19 -5.12
74 O -3.35 3.82 -5.56
75 O -2.09 1.99 -5.58
76 C -2.95 1.54 -6.53
77 H -1.53 4.82 -2.53
78 H -3.14 4.81 -3.29
79 H -1.68 5.56 -4.12
80 H -3.89 1.29 -6.10
81 H -2.47 0.61 -6.96
82 H -3.18 2.34 -7.24
83 C -0.03 7.64 4.85
84 O -0.05 6.59 5.82
85 C -0.82 5.57 5.42
86 O -1.39 5.49 4.37
87 O -0.75 4.54 6.26
88 C -1.49 3.37 5.72
89 H -0.21 8.55 5.36
90 H -0.80 7.52 4.07
91 H 0.97 7.66 4.42
92 H -1.43 2.67 6.56
93 H -0.94 2.90 4.90
94 H -2.46 3.76 5.37
95 C -5.21 -1.82 -2.21
96 O -4.82 -0.43 -2.06
97 C -4.75 0.08 -0.85
98 O -5.18 -0.45 0.13
99 O -4.19 1.25 -0.79
100 C -3.98 2.03 -1.99
101 H -6.03 -2.07 -1.50
102 H -4.33 -2.37 -1.94
103 H -5.44 -1.97 -3.25
104 H -3.48 1.44 -2.78
105 H -3.39 2.89 -1.66
106 H -4.99 2.37 -2.37
107 C -3.04 0.03 2.36
108 O -3.21 1.42 2.60
109 C -2.58 2.19 1.70
110 O -2.14 1.77 0.66
111 O -2.55 3.46 2.09
112 C -1.82 4.31 1.17
113 H -2.10 -0.25 2.85
114 H -3.03 -0.20 1.33
115 H -3.94 -0.39 2.87
116 H -2.44 4.43 0.27
117 H -0.91 3.77 0.89
118 H -1.69 5.27 1.70
119 C 5.30 -5.45 -3.70
120 O 4.02 -4.98 -3.20
121 C 4.12 -3.64 -2.81
122 O 5.15 -3.01 -2.66
123 O 2.86 -3.21 -2.57
124 C 2.87 -1.91 -2.03
125 H 6.05 -5.34 -2.94
126 H 5.53 -4.91 -4.62
127 H 5.17 -6.47 -3.96
128 H 3.07 -1.10 -2.78
129 H 3.60 -1.86 -1.20
130 H 1.86 -1.69 -1.71
131 C 0.73 8.49 -0.70
132 O 0.75 7.10 -0.50
133 C 1.14 6.76 0.78
134 O 1.26 7.54 1.67
135 O 1.41 5.42 0.79
136 C 1.54 5.07 2.26
137 H -0.04 8.67 -1.44
138 H 1.66 8.87 -1.01
139 H 0.44 9.06 0.20
140 H 1.84 4.02 2.40
141 H 0.57 5.19 2.74
142 H 2.21 5.72 2.73
143 C -4.16 -2.65 -6.42
144 O -3.96 -1.96 -5.18
145 C -2.67 -1.77 -4.82
146 O -1.75 -2.05 -5.53
147 O -2.68 -1.14 -3.64
148 C -1.48 -0.49 -3.16
149 H -4.39 -3.69 -6.12
150 H -3.33 -2.64 -7.12
151 H -5.04 -2.19 -6.92
152 H -1.24 -1.03 -2.25
153 H -1.64 0.60 -3.05
154 H -0.77 -0.63 -3.99

Output
**Molar mass**: 1178.1 g/mol
**HOMO-LUMO gap**: 7.6119 eV
**Total charge**: 0
**F_max**: 3.06 eV/Å

Record 3
C3H11N2O2S | ωB97M-V/def2-TZVPD

Element x y z (Å)
1 N 1.44 0.29 0.28
2 C -0.01 -0.19 -0.05
3 C -0.64 -0.92 1.18
4 S -2.25 -0.29 1.78
5 C 0.08 -1.13 -1.36
6 N -1.01 -1.42 -2.10
7 O 1.18 -1.68 -1.58
8 H 2.07 0.02 -0.37
9 H 1.52 1.29 0.39
10 H 1.76 -0.15 1.20
11 H -0.56 0.72 -0.31
12 H -0.83 -2.07 0.86
13 H 0.13 -0.78 1.94
14 H -2.71 0.32 0.69
15 H -0.68 -1.81 -3.02
16 H -1.90 -0.92 -2.02
17 H 1.09 2.99 1.54
18 H 0.68 3.17 0.11
19 O 0.65 2.55 0.84

Output
**Molar mass**: 139.2 g/mol
**ΔE to the lowest compared entry with this formula, charge and spin**: 178.5 kJ/mol
**HOMO-LUMO gap**: 9.5451 eV
**Total charge**: +1
**F_max**: 4.77 eV/Å

Record 4
C43H42As2N7O6Rb | ωB97M-V/def2-TZVPD

Element x y z (Å)
1 Rb 2.02 0.20 -1.11
2 O 2.46 -1.47 -3.38
3 C 3.09 -2.54 -3.68
4 C 2.93 -3.12 -4.98
5 C 3.57 -4.27 -5.38
6 C 4.43 -4.94 -4.51
7 C 4.62 -4.40 -3.25
8 C 3.98 -3.24 -2.79
9 C 4.32 -2.85 -1.42
10 N 3.79 -1.94 -0.70
11 N 4.40 -1.81 0.55
12 C 3.63 -1.20 1.43
13 O 2.44 -0.80 1.33
14 C 4.32 -0.94 2.75
15 C 3.82 0.04 3.59
16 C 4.41 0.30 4.82
17 C 5.50 -0.45 5.24
18 C 6.01 -1.44 4.41
19 C 5.42 -1.68 3.17
20 H 2.27 -2.59 -5.66
21 H 3.40 -4.66 -6.38
22 H 4.95 -5.84 -4.81
23 H 5.30 -4.90 -2.56
24 H 5.13 -3.44 -0.97
25 H 2.95 0.59 3.26
26 H 4.00 1.07 5.47
27 H 5.96 -0.26 6.21
28 H 6.86 -2.03 4.73
29 H 5.81 -2.44 2.51
30 C -2.56 0.86 2.49
31 C -3.40 1.61 1.46
32 As -3.27 0.94 -0.41
33 C -3.64 -0.94 -0.10
34 C -2.79 -1.89 -0.65
35 C -3.02 -3.25 -0.44
36 C -4.11 -3.65 0.32
37 C -4.96 -2.71 0.88
38 C -4.73 -1.36 0.67
39 C -5.06 1.50 -0.96
40 C -5.79 0.71 -1.85
41 C -7.04 1.14 -2.30
42 C -7.56 2.35 -1.88
43 C -6.83 3.15 -1.01
44 C -5.59 2.72 -0.56
45 As -0.75 0.36 1.87
46 C 0.07 2.14 1.74
47 C 0.95 2.67 2.69
48 C 1.57 3.89 2.47
49 C 1.32 4.60 1.30
50 C 0.46 4.08 0.35
51 C -0.15 2.85 0.57
52 C -0.08 -0.27 3.60
53 C -0.31 0.39 4.80
54 C 0.16 -0.12 6.00
55 C 0.87 -1.32 6.01
56 C 1.09 -1.99 4.82
57 C 0.61 -1.48 3.62
58 H -3.03 -0.09 2.75
59 H -2.48 1.45 3.40
60 H -3.06 2.65 1.40
61 H -4.45 1.62 1.76
62 H -1.95 -1.58 -1.25
63 H -2.36 -3.98 -0.88
64 H -4.29 -4.71 0.49
65 H -5.81 -3.03 1.47
66 H -5.41 -0.62 1.08
67 H -5.38 -0.22 -2.22
68 H -7.59 0.51 -2.99
69 H -8.53 2.68 -2.23
70 H -7.22 4.10 -0.68
71 H -5.02 3.36 0.12
72 H 1.18 2.11 3.59
73 H 2.26 4.28 3.20
74 H 1.82 5.54 1.12
75 H 0.31 4.59 -0.59
76 H -0.78 2.43 -0.21
77 H -0.86 1.33 4.81
78 H -0.01 0.42 6.93
79 H 1.26 -1.71 6.94
80 H 1.66 -2.92 4.81
81 H 0.83 -1.97 2.68
82 N -1.17 1.94 -3.51
83 N -0.38 0.83 -3.93
84 C -0.90 -0.38 -4.10
85 N -0.08 -1.38 -4.40
86 N -2.25 -0.43 -3.90
87 N -2.92 -1.56 -4.12
88 O -4.08 -1.59 -3.71
89 O -2.44 -2.54 -4.71
90 H -0.46 2.56 -3.10
91 H -1.78 1.60 -2.77
92 H 0.62 1.01 -3.91
93 H 0.93 -1.36 -4.11
94 H -0.53 -2.27 -4.54
95 C 2.58 5.20 -2.68
96 O 1.72 4.22 -3.24
97 C 1.79 2.88 -2.71
98 O 2.61 2.71 -1.82
99 H 2.01 6.12 -2.53
100 H 3.42 5.42 -3.36
101 H 2.99 4.86 -1.73

Output
**Molar mass**: 988.2 g/mol
**ΔE to the lowest compared entry with this formula, charge and spin**: 147.3 kJ/mol
**HOMO-LUMO gap**: 5.7139 eV
**Total charge**: -2
**F_max**: 0.54 eV/Å

Record 5
C10H6FNO3 | ωB97M-V/def2-TZVPD

Element x y z (Å)
1 C 0.54 1.17 0.61
2 C -0.65 0.99 1.37
3 C 0.86 0.24 -0.30
4 C -1.48 -0.07 1.16
5 C 0.00 -0.86 -0.59
6 C -1.19 -0.96 0.15
7 C 0.04 -1.90 -1.51
8 C -1.14 -2.62 -1.29
9 C 1.34 2.25 -4.22
10 C -3.41 -2.69 0.18
11 N -1.89 -1.99 -0.31
12 O 1.83 1.40 -4.84
13 O 0.72 3.02 -3.67
14 O -3.77 -3.66 -0.33
15 F -3.82 -2.07 1.16
16 H 1.26 1.85 1.04
17 H -0.93 1.79 2.12
18 H 1.77 0.20 -1.00
19 H -2.49 -0.21 1.63
20 H 0.84 -2.23 -2.05
21 H -1.59 -3.40 -1.73

Output
**Molar mass**: 207.2 g/mol
**SMILES**: O=C(F)n1ccc2ccccc21.O=C=O
**HOMO-LUMO gap**: 8.6099 eV
**Total charge**: 0
**F_max**: 7.31 eV/Å

Record 6
H6N2 | ωB97M-V/def2-TZVPD

Element x y z (Å)
1 N -0.19 -1.41 0.76
2 H -0.82 -2.22 0.79
3 H -0.79 -0.58 0.72
4 H 0.30 -1.38 1.66
5 N 0.54 1.39 -1.22
6 H -0.46 1.46 -1.45
7 H 0.76 2.19 -0.62
8 H 0.66 0.55 -0.65

Output
**Molar mass**: 34.1 g/mol
**SMILES**: N.N
**ΔE to the lowest compared entry with this formula, charge and spin**: 5.5 kJ/mol
**HOMO-LUMO gap**: 10.9228 eV
**Total charge**: 0
**F_max**: 0.57 eV/Å

Record 7
C4H9NS3 | ωB97M-V/def2-TZVPD

Element x y z (Å)
1 C -1.09 -2.22 1.59
2 C -0.34 0.45 1.43
3 C -0.35 1.06 0.04
4 C 1.54 0.03 -1.83
5 H -0.82 -2.48 0.52
6 H -0.13 -2.20 2.15
7 H -1.82 -2.97 2.00
8 H -0.33 1.22 2.10
9 H 0.58 -0.13 1.60
10 H 2.31 -0.37 -1.15
11 H 1.68 1.07 -2.06
12 H 1.57 -0.49 -2.78
13 H -0.27 2.27 -2.57
14 N -0.31 2.32 -0.05
15 S -1.86 -0.54 1.73
16 S -0.13 -0.20 -1.23
17 S -0.25 3.18 -1.50

Output
**Molar mass**: 167.3 g/mol
**SMILES**: CSC/C(=N/S)SC
**ΔE to the lowest compared entry with this formula, charge and spin**: 103.5 kJ/mol
**HOMO-LUMO gap**: 9.1978 eV
**Total charge**: 0
**F_max**: 2.57 eV/Å

Record 8
C16H36Cs2N4O16S3 | ωB97M-V/def2-TZVPD

Element x y z (Å)
1 Cs -6.84 -5.54 0.61
2 Cs 0.08 -7.35 -0.17
3 S -1.52 -1.64 0.79
4 O -0.41 -1.81 -0.15
5 O -1.41 -0.38 1.47
6 O -2.85 -1.86 0.16
7 O -1.55 -2.74 1.71
8 C 9.33 -6.25 1.50
9 C 8.77 -4.80 1.27
10 O 9.45 -3.90 0.93
11 N 7.40 -4.85 1.32
12 C 6.61 -3.69 1.12
13 H 10.38 -6.28 1.22
14 H 8.94 -7.05 0.87
15 H 9.22 -6.52 2.55
16 H 7.00 -5.77 1.29
17 H 7.06 -2.70 1.05
18 H 5.72 -3.62 1.76
19 H 6.14 -3.81 0.14
20 C -1.03 -3.86 -5.82
21 C 0.12 -3.01 -6.41
22 O 0.10 -2.77 -7.63
23 N 1.02 -2.64 -5.52
24 C 2.16 -1.84 -5.95
25 H -1.23 -3.58 -4.79
26 H -0.66 -4.88 -5.82
27 H -1.92 -3.84 -6.44
28 H 0.68 -2.39 -4.60
29 H 1.80 -1.18 -6.74
30 H 2.89 -2.49 -6.43
31 H 2.49 -1.26 -5.09
32 C -2.54 3.44 -2.72
33 C -3.68 4.21 -2.04
34 O -4.57 4.78 -2.71
35 N -3.52 4.28 -0.73
36 C -4.38 5.14 0.11
37 H -1.99 3.94 -3.51
38 H -2.96 2.52 -3.13
39 H -1.72 3.08 -2.08
40 H -2.73 3.91 -0.22
41 H -4.38 6.12 -0.37
42 H -3.88 5.31 1.06
43 H -5.39 4.74 0.25
44 C 1.40 0.47 9.84
45 C 0.91 0.49 8.40
46 O -0.10 1.10 8.04
47 N 1.62 -0.14 7.42
48 C 3.00 -0.68 7.51
49 H 2.19 1.22 9.79
50 H 1.66 -0.54 10.16
51 H 0.72 0.85 10.60
52 H 1.14 0.00 6.54
53 H 2.91 -1.68 7.07
54 H 3.48 -0.64 8.49
55 H 3.61 -0.04 6.88
56 C 3.64 3.95 0.76
57 C 3.21 5.35 0.13
58 O 4.27 6.11 0.41
59 S 5.69 5.26 0.06
60 O 6.72 5.89 0.86
61 O 5.95 5.04 -1.36
62 O 5.04 3.89 0.70
63 H 3.16 3.26 0.07
64 H 3.35 3.99 1.81
65 H 2.37 5.85 0.62
66 H 3.16 5.27 -0.95
67 C -9.99 1.80 -3.13
68 C -9.46 0.43 -2.84
69 O -10.24 -0.40 -3.67
70 S -11.80 0.09 -3.84
71 O -12.63 -0.48 -2.79
72 O -12.20 -0.04 -5.29
73 O -11.41 1.58 -3.34
74 H -9.66 2.37 -4.00
75 H -9.82 2.53 -2.34
76 H -9.69 0.29 -1.78
77 H -8.37 0.40 -2.95

Output
**Molar mass**: 902.5 g/mol
**ΔE to the lowest compared entry with this formula, charge and spin**: 1131.2 kJ/mol
**HOMO-LUMO gap**: 2.2716 eV
**Total charge**: 0
**F_max**: 5.60 eV/Å

Short version: lowest unoccupied orbital energy = 3.589; 0.378; -3.353; 3.771; 0.502; 0.981; 0.479; -2.196 eV, in the order given.
Short version: E_tot = -478.11323; -7557.21532; -778.82345; -6994.08381; -764.98216; -113.10213; -1407.07559; -3288.67269 a.u., in the order given.